80
Properties=species:S:1:pos:R:3:forces:R:3:lowdin_charge:R:1 method="wB97M-V/def2-TZVPD" homo_lumo_gap_ev="6.2 / 6.7" multiplicity=3 e_above_lowest_kj_mol=0.0
Mo 0.2227 -1.1364 1.0144 0.0497 -0.5631 0.2533 0.784
C 4.8621 -0.9822 1.7994 0.1031 0.0220 -0.0110 -0.228
S 3.3121 -1.6576 1.2034 -0.3235 0.1455 0.1288 0.965
O 2.2973 -0.6592 1.7779 0.0616 0.0340 -0.1343 -0.685
C 3.4989 -1.3191 -0.5387 0.1585 -0.0187 -0.0184 -0.387
C 3.9105 -0.0829 -1.0239 -0.0118 -0.0072 0.0009 -0.086
C 3.9927 0.1129 -2.3916 0.0024 0.0129 0.0133 -0.065
C 3.6866 -0.9254 -3.2631 0.0019 0.0307 -0.0437 -0.074
C 3.3059 -2.1639 -2.7722 -0.0155 -0.0401 0.0262 -0.056
C 3.2094 -2.3665 -1.4022 0.0383 0.0414 -0.0242 -0.076
H 4.8603 0.1017 1.6969 -0.0217 -0.0145 -0.0487 0.055
H 5.6786 -1.4244 1.2299 -0.0120 -0.0144 0.0179 0.068
H 4.9549 -1.2493 2.8500 -0.0630 -0.0087 0.0055 0.056
H 4.1458 0.7275 -0.3490 0.0357 -0.0533 -0.0411 0.089
H 4.2930 1.0779 -2.7786 0.0048 -0.0034 -0.0023 0.111
H 3.7510 -0.7628 -4.3315 -0.0040 -0.0100 0.0022 0.108
H 3.0724 -2.9749 -3.4497 0.0000 0.0012 0.0077 0.112
H 2.8960 -3.3224 -1.0069 0.0176 -0.0087 -0.0228 0.093
C 2.3580 2.3027 0.5425 -0.0143 0.0182 0.0324 -0.125
C 1.0557 2.8401 1.1371 -0.0038 0.1127 0.0078 -0.682
C 0.9473 4.3080 0.7128 0.0353 0.0093 -0.0248 -0.084
C 1.1394 2.7520 2.6650 0.0274 -0.0316 0.0097 -0.093
P -0.2899 1.6579 0.5712 0.1846 -0.1244 -0.0163 1.102
C -0.2960 1.8259 -1.2483 -0.0290 0.2195 0.0121 -0.364
C 0.0401 0.7048 -1.9980 0.0575 -0.1393 -0.0860 -0.107
C 0.0752 0.7541 -3.3860 -0.0036 0.0044 -0.0074 -0.075
C -0.2391 1.9309 -4.0443 -0.0027 0.0110 -0.0178 -0.082
C -0.5966 3.0564 -3.3109 0.0085 -0.0071 -0.0261 -0.075
C -0.6242 3.0031 -1.9280 -0.0010 -0.0223 0.0309 -0.100
C -1.9642 2.2348 1.1725 -0.0201 0.1512 0.0236 -0.681
C -2.1847 3.7338 1.3859 -0.0031 -0.0066 0.0161 -0.088
C -2.2037 1.5219 2.5095 -0.0726 -0.0392 -0.0275 -0.113
C -2.9755 1.7502 0.1326 -0.0741 -0.0790 0.0004 -0.092
H 3.1802 2.9572 0.8514 0.0184 -0.0125 -0.0074 0.096
H 2.3250 2.2927 -0.5494 -0.0138 0.0113 0.0063 0.080
H 2.5593 1.2966 0.9013 -0.0576 0.0451 0.0086 0.026
H 1.8245 4.8357 1.1004 -0.0047 -0.0073 0.0089 0.088
H 0.0697 4.8157 1.0986 -0.0248 -0.0084 0.0102 0.056
H 0.9686 4.4144 -0.3713 -0.0026 -0.0118 -0.0098 0.070
H 2.0414 3.2694 3.0042 -0.0081 0.0062 0.0070 0.088
H 1.2013 1.7158 3.0069 0.0110 -0.0004 -0.0182 0.074
H 0.2863 3.2256 3.1510 -0.0235 0.0070 -0.0031 0.066
H 0.2584 -0.2398 -1.5025 0.0319 0.0386 0.0312 0.059
H 0.3369 -0.1356 -3.9446 -0.0002 0.0057 -0.0039 0.104
H -0.2203 1.9729 -5.1261 0.0009 -0.0026 0.0051 0.103
H -0.8601 3.9756 -3.8188 0.0014 -0.0062 -0.0020 0.104
H -0.9210 3.8850 -1.3771 -0.0006 0.0056 0.0142 0.090
H -1.5895 4.1307 2.2082 0.0173 0.0039 0.0002 0.068
H -3.2368 3.8831 1.6456 0.0044 -0.0088 0.0088 0.092
H -1.9872 4.3240 0.4916 -0.0044 -0.0085 -0.0155 0.066
H -1.5326 1.8855 3.2893 0.0294 -0.0059 0.0007 0.069
H -2.0775 0.4414 2.4145 -0.0109 -0.0067 -0.0178 0.027
H -3.2320 1.7034 2.8321 0.0034 0.0095 0.0247 0.087
H -2.9649 2.3849 -0.7544 -0.0166 -0.0097 0.0223 0.079
H -3.9769 1.7745 0.5681 -0.0422 -0.0346 -0.0036 0.091
H -2.7709 0.7281 -0.1810 -0.0448 -0.1278 -0.0187 0.050
C 0.6357 -2.8103 0.6074 0.1049 0.3282 -0.2005 -0.500
C 0.8557 -4.1355 0.0738 -0.0955 0.0052 0.0851 -0.389
C 1.5867 -5.0806 0.8014 -0.0141 -0.0906 -0.0628 -0.061
C 1.8308 -6.3374 0.2699 0.0105 0.0191 0.0318 -0.088
C 1.3410 -6.6724 -0.9855 0.0075 -0.0389 -0.0392 -0.096
C 0.6009 -5.7457 -1.7101 -0.0012 0.0248 0.0131 -0.084
C 0.3600 -4.4848 -1.1892 0.0268 -0.0434 0.0225 -0.080
H 1.9537 -4.8202 1.7859 -0.0023 0.0275 0.0059 0.108
H 2.3976 -7.0627 0.8406 -0.0036 0.0023 -0.0058 0.100
H 1.5293 -7.6570 -1.3944 -0.0056 0.0073 -0.0040 0.098
H 0.2051 -6.0076 -2.6834 0.0064 -0.0153 0.0003 0.101
H -0.2198 -3.7562 -1.7423 -0.0014 0.0085 0.0124 0.095
Te -2.2019 -2.4186 0.6339 -0.0891 0.1160 0.0032 0.856
C -4.0537 -1.4014 0.9149 0.0059 0.0251 0.0691 -0.682
C -4.9411 -1.2332 -0.1471 0.1254 0.0394 -0.1030 -0.180
C -6.1808 -0.6398 0.0408 -0.0303 0.0358 0.0157 -0.104
C -6.5639 -0.2072 1.3033 -0.0206 -0.0012 -0.0219 -0.110
C -5.7027 -0.3942 2.3749 -0.0192 0.0113 0.0166 -0.107
C -4.4655 -0.9951 2.1813 0.0022 0.0474 0.0543 -0.192
H -4.6511 -1.5588 -1.1397 0.0062 -0.0020 0.0137 0.085
H -6.8488 -0.5135 -0.8030 0.0004 -0.0022 0.0091 0.097
H -7.5308 0.2577 1.4515 0.0081 -0.0015 0.0048 0.095
H -5.9990 -0.0803 3.3691 0.0062 -0.0033 -0.0016 0.098
H -3.8108 -1.1516 3.0305 -0.0017 -0.0037 -0.0030 0.084

***

80
Properties=species:S:1:pos:R:3:forces:R:3:lowdin_charge:R:1 method="wB97M-V/def2-TZVPD" charge=+1 homo_lumo_gap_ev=7.1 multiplicity=1
C 3.7962 -2.6737 -2.5556 0.2253 -0.2342 -0.3093 -0.016
N 3.0997 -2.1967 -1.3845 0.2822 0.2846 0.8780 -0.025
C 3.8139 -1.9190 -0.2445 0.8322 -0.7548 -0.6665 -0.415
O 5.0036 -2.1661 -0.0727 -1.4957 0.5472 -0.1075 0.091
C 2.8814 -1.2298 0.7247 -0.0652 -0.7834 0.6264 -0.160
C 3.3235 0.2122 0.9770 0.3387 0.0326 -0.0756 -0.072
C 3.4797 0.9794 -0.3160 0.0554 0.4693 0.0515 -0.224
C 4.6854 0.9188 -1.0235 -0.0139 -0.0450 -0.0915 -0.034
C 4.8242 1.5785 -2.2442 -0.2290 -0.0112 0.0040 -0.062
C 3.7509 2.3050 -2.7732 -0.0284 -0.0959 0.1983 -0.078
C 2.5582 2.4037 -2.0481 0.1023 -0.0490 0.0297 -0.078
C 2.4363 1.7702 -0.8080 0.1209 -0.2312 -0.2654 -0.049
N 1.5862 -1.3320 0.0446 -1.6983 0.8586 0.4934 0.048
C 0.5226 -0.6444 0.5106 1.0380 -0.4952 -0.5286 -0.010
C -0.5914 -0.2890 -0.2491 -0.6676 0.6779 -0.3824 -0.081
C -1.8438 -0.1173 0.3330 1.0613 -0.5008 0.5454 0.001
C -3.0860 -0.3886 -0.3448 -0.9821 0.1512 -0.9210 -0.217
C -4.2343 -0.8310 0.3669 0.6781 0.3072 -0.2123 -0.009
C -5.4114 -1.1326 -0.3086 0.0487 -0.0276 -0.2608 -0.057
C -5.4752 -1.0130 -1.7072 0.3425 0.0818 0.2825 -0.050
C -4.3466 -0.5927 -2.4238 0.0958 0.0735 0.1153 -0.060
C -3.1646 -0.2772 -1.7550 -0.2445 -0.1801 0.4513 -0.030
C 1.6565 -2.0419 -1.2556 0.2214 0.1988 -0.9123 -0.158
C 0.8746 -3.4137 -1.3856 0.3342 0.4030 0.6086 -0.524
C 1.4402 -4.4145 -0.3800 0.0090 -0.2479 -0.1011 -0.025
C 1.0261 -3.9373 -2.8128 0.1108 -0.1840 -0.2564 -0.046
C -0.6140 -3.2270 -1.1309 -0.3274 -0.0523 0.0537 -0.050
H 4.7993 -2.2313 -2.5665 -0.2798 -0.0726 0.0613 0.104
H 3.9090 -3.7684 -2.5346 0.0480 0.3488 -0.1052 0.096
H 3.2557 -2.3729 -3.4596 0.1295 -0.0852 0.2009 0.102
H 2.8465 -1.8172 1.6568 0.0925 0.2669 -0.1488 0.174
H 2.6061 0.7015 1.6444 0.1594 -0.0222 -0.0262 0.118
H 4.2956 0.1470 1.4850 -0.2907 0.0509 0.0100 0.140
H 5.5158 0.3368 -0.6130 -0.2688 0.2039 -0.1777 0.121
H 5.7691 1.5093 -2.7857 -0.2937 0.0775 0.1390 0.112
H 3.8515 2.8027 -3.7395 -0.0497 -0.1408 0.3131 0.108
H 1.7144 2.9722 -2.4442 0.3037 -0.0799 0.0978 0.102
H 1.5202 1.8722 -0.2197 0.1901 0.0176 -0.2167 0.102
H 0.5758 -0.3650 1.5680 -0.0181 -0.1449 -0.1976 0.159
H -0.4801 -0.1655 -1.3310 -0.0484 -0.7366 0.3583 0.116
H -1.8844 -0.0241 1.4158 0.0370 -0.4067 -0.1651 0.090
H -4.1589 -0.9551 1.4511 -0.1310 0.0740 -0.3641 0.112
H -6.2858 -1.4714 0.2508 0.2926 0.1065 -0.1951 0.114
H -6.4001 -1.2501 -2.2361 0.2985 0.0634 0.1827 0.114
H -4.3796 -0.5090 -3.5117 -0.0727 -0.0163 0.3471 0.113
H -2.2861 0.0648 -2.3083 -0.3967 -0.1184 0.0653 0.113
H 1.2896 -1.3695 -2.0552 0.0915 -0.1600 0.2392 0.164
H 1.3160 -4.0610 0.6498 0.0407 -0.0519 -0.0943 0.089
H 0.8972 -5.3647 -0.4771 0.1506 0.2040 0.0862 0.101
H 2.5015 -4.6177 -0.5660 -0.1692 0.0368 0.0964 0.091
H 0.8103 -3.1490 -3.5457 0.0516 -0.1691 0.0436 0.097
H 2.0212 -4.3478 -3.0056 -0.2891 0.1286 -0.0277 0.069
H 0.3100 -4.7529 -2.9828 0.1390 0.2322 0.0918 0.099
H -1.0414 -2.4725 -1.8020 -0.0293 -0.1022 0.1495 0.083
H -1.1360 -4.1748 -1.3295 0.1742 0.2459 0.0610 0.101
H -0.8217 -2.9531 -0.0928 -0.0342 0.0164 -0.1490 0.085
C -1.5727 0.3429 5.4424 -0.0530 0.1432 -0.2477 -0.071
C -0.7021 1.4380 5.3271 -0.1683 -0.0166 -0.1597 -0.068
C -0.7723 2.2873 4.2143 -0.3595 -0.5811 0.0988 -0.030
C -1.7425 2.0407 3.2281 0.3091 -0.1090 0.0899 -0.152
C -1.8269 2.8541 1.9823 -0.1774 0.0170 -0.8312 -0.310
N -2.3502 2.3324 0.9104 -0.2307 0.5618 1.1694 0.067
C -2.7556 3.2986 -0.1017 -0.0697 -0.0750 -0.1203 -0.204
C -1.7415 4.4083 -0.3221 0.3266 -0.0756 -0.4049 -0.174
C -1.4194 5.1081 0.9814 -0.1993 0.0399 0.1519 -0.171
N -1.3579 4.1272 2.0558 0.0833 0.0766 0.6007 0.069
C -2.6669 0.9988 3.3885 0.2620 -0.2207 0.1877 -0.057
C -2.5588 0.1187 4.4686 0.2502 0.4005 0.0481 -0.063
H -1.4934 -0.3317 6.2972 0.0015 0.2472 -0.2558 0.109
H 0.0410 1.6305 6.1040 -0.2371 -0.1140 -0.2510 0.110
H -0.0688 3.1177 4.1137 -0.1509 -0.3648 0.0642 0.109
H -2.9241 2.7236 -1.0171 -0.1202 0.2997 -0.0570 0.102
H -3.7114 3.7810 0.1926 0.2513 -0.4548 -0.0884 0.133
H -0.8245 3.9811 -0.7393 -0.0349 0.0061 -0.0317 0.106
H -2.1321 5.1338 -1.0384 0.1083 -0.0391 -0.0089 0.118
H -0.4565 5.6234 0.9243 -0.1323 0.0017 -0.0282 0.123
H -2.1934 5.8519 1.2136 0.1523 -0.0864 -0.0174 0.125
H -0.9981 4.4421 2.9461 -0.2751 -0.0357 -0.2174 0.125
H -3.4485 0.8741 2.6352 0.2799 0.1132 0.2738 0.101
H -3.2461 -0.7270 4.5444 0.2116 0.3066 0.1122 0.110

***

| no. | maximum force (eV/A) | electronic energy (Eh) |
| --- | --- | --- |
| 1 | 0.6 | -2471.0527 |
| 2 | 2.0 | -1614.2415 |